Record 1
Entry from the Open Molecules 2025 dataset: a structure of composition C35H47BBrN12O7P2STl (ωB97M-V with the def2-TZVPD basis set).

Last column: Mulliken charge in e.
Atoms and positions in Å:
Tl1 0.21118 -0.37419 0.75270  1.02
C1 1.08529 -4.57094 1.02597  -1.27
C2 2.12278 -3.72767 1.69751  0.89
C3 3.44424 -4.06237 2.06069  -1.52
C4 3.97281 -2.90121 2.58255  0.83
C5 5.36532 -2.63741 3.05973  -1.27
N1 2.99844 -1.96098 2.54847  0.54
N2 1.86549 -2.47025 2.00115  -0.10
B1 3.16523 -0.49009 2.99984  -0.97
N3 3.55595 0.35376 1.76129  0.72
N4 2.71438 0.40737 0.70715  0.54
C6 3.26505 1.19215 -0.20180  0.36
C7 2.56884 1.51515 -1.48456  -0.75
C8 4.50926 1.65675 0.26927  -1.87
C9 4.65052 1.10763 1.52999  1.08
C10 5.78710 1.26547 2.49164  -1.21
N5 1.89515 0.08144 3.71569  1.41
N6 0.63724 -0.31219 3.41254  -0.65
C11 -0.17103 0.26290 4.28573  0.48
C12 -1.64249 -0.03406 4.24713  -1.07
C13 0.56690 1.07182 5.17577  -1.26
C14 1.87847 0.93455 4.77072  0.99
C15 3.08720 1.61999 5.31915  -1.60
H1 1.27829 -5.63208 1.19390  0.41
H2 0.08998 -4.32412 1.39677  0.24
H3 1.09189 -4.38351 -0.05189  0.00
H4 3.95316 -5.00574 1.92285  0.41
H5 5.95131 -3.55449 2.98928  0.38
H6 5.84977 -1.87398 2.44576  0.11
H7 5.38442 -2.28895 4.09424  0.23
H8 4.07370 -0.44542 3.78994  -0.31
H9 1.50965 1.70259 -1.30313  -0.20
H10 2.99357 2.41478 -1.93058  0.32
H11 2.65196 0.69411 -2.20102  0.17
H12 5.19857 2.32109 -0.23076  0.42
H13 6.55052 1.89494 2.03388  0.36
H14 5.46993 1.73305 3.42336  0.12
H15 6.24001 0.30534 2.74512  0.14
H16 -1.82786 -0.80940 3.50090  0.05
H17 -1.98899 -0.40158 5.21495  0.18
H18 -2.23963 0.85153 4.00264  0.26
H19 0.19798 1.68897 5.98188  0.35
H20 2.82824 2.11498 6.25518  0.42
H21 3.90186 0.91874 5.50353  0.30
H22 3.44560 2.38097 4.62136  0.16
Br1 -6.76224 -1.86121 -4.24016  -0.24
C16 -5.05791 -2.30475 -4.97080  0.10
C17 -4.16210 -3.05790 -4.22562  -0.49
C18 -2.91892 -3.36250 -4.75242  0.03
C19 -2.55332 -2.94194 -6.04419  -0.25
C20 -3.49001 -2.20109 -6.77306  -0.03
C21 -4.72697 -1.87116 -6.24124  -0.59
N7 -1.40564 -3.39258 -6.69725  -0.90
N8 -0.27371 -3.57985 -6.12392  -0.40
C22 0.17116 -2.99694 -4.98092  0.19
C23 1.24812 -3.69909 -4.37434  -0.32
C24 1.69634 -3.44882 -3.11469  -0.95
C25 1.10091 -2.42221 -2.29112  -0.35
O1 1.39134 -2.26976 -1.10505  -0.14
C26 0.15489 -1.50529 -3.00516  -0.26
N9 -0.17144 -0.37884 -2.34934  0.47
C27 -0.87667 0.54969 -2.96566  -0.84
C28 -1.27089 0.41487 -4.30102  -0.94
C29 -0.96650 -0.74266 -4.97457  -0.69
C30 -0.26887 -1.77567 -4.32258  1.19
H23 -4.43780 -3.41074 -3.24006  0.49
H24 -2.21704 -3.94996 -4.17398  0.38
H25 -3.22383 -1.88294 -7.77476  0.41
H26 -5.43372 -1.28445 -6.81309  0.39
H27 1.66139 -4.51951 -4.95218  0.39
H28 2.48824 -4.03794 -2.66733  0.44
H29 -1.11679 1.44004 -2.39020  0.47
H30 -1.79428 1.22449 -4.79537  0.51
H31 -1.22495 -0.84912 -6.01827  0.63
N10 -0.25911 5.70303 0.01999  -0.14
C31 -1.09905 4.67649 0.77623  0.09
C32 -2.10285 5.37531 1.67949  -1.91
P1 0.23542 3.78370 1.77965  0.95
O2 -0.53329 3.54233 3.18208  -0.71
O3 1.23149 4.91080 1.93116  -1.00
O4 0.60932 2.48464 1.17562  -0.06
P2 -1.83918 3.63340 -0.57461  0.68
O5 -3.13062 4.62812 -0.90590  -0.64
O6 -0.84898 3.77404 -1.69638  -0.95
O7 -2.39300 2.32427 -0.14872  -0.16
H32 -0.75877 6.57147 -0.13118  0.32
H33 -0.06932 5.23543 -0.89391  0.32
H34 0.60780 5.78024 0.62550  0.44
H35 -1.59104 5.94352 2.45992  0.48
H36 -2.72794 4.62958 2.16849  0.24
H37 -2.75177 6.03378 1.09872  0.48
H38 -0.33288 2.62603 3.44067  0.19
H39 -3.80002 4.07675 -1.33336  0.35
C33 -3.61881 -0.32934 -1.18416  0.18
N11 -3.86307 -1.42597 -0.24341  -0.06
C34 -3.66332 -1.38211 1.08705  0.36
S1 -3.34734 -2.80085 1.96049  -0.48
N12 -3.73956 -0.19648 1.71849  0.11
C35 -4.40501 1.02698 1.28622  -0.97
H40 -3.14525 -0.74361 -2.07167  -0.14
H41 -2.94153 0.41195 -0.75926  -0.27
H42 -4.54462 0.15704 -1.49332  0.29
H43 -3.75457 -2.35851 -0.60056  0.22
H44 -3.33568 -0.20600 2.63792  0.07
H45 -3.70501 1.76204 0.88448  0.33
H46 -4.92819 1.44913 2.14577  0.46
H47 -5.15034 0.79118 0.53042  0.36

Values from the calculation:
HOMO-LUMO gap in eV: 5.96
ΔE to the lowest compared entry with this formula, charge and spin in kJ/mol: 7.05
E_HOMO in eV: -2.19
Charge: -2


Record 2
Entry from the Open Molecules 2025 dataset: a structure of composition C35H47Br2CsN8OS at a distorted geometry (ωB97M-V with the def2-TZVPD basis set).

Last column: Mulliken charge in e.
Atoms and positions in Å:
Cs1 -1.10187 0.20451 0.71809  0.95
N1 -3.12600 3.77616 2.63689  -0.05
C1 -1.80905 3.64787 3.09640  0.54
C2 -1.37310 4.57887 4.05790  -0.77
C3 -0.08250 4.47503 4.51384  -0.53
C4 0.75736 3.47465 4.02122  -0.63
C5 0.23088 2.61478 3.08256  -0.10
N2 -1.03239 2.69089 2.63733  0.10
C6 -3.82001 3.18247 1.57866  0.66
C7 -5.06827 3.73249 1.23390  -0.85
C8 -5.76686 3.16053 0.19985  -0.35
C9 -5.23512 2.06573 -0.48548  -1.02
C10 -4.00541 1.60595 -0.06910  -0.05
N3 -3.31340 2.14533 0.94578  0.02
H1 -3.61459 4.55516 3.04559  0.14
H2 -2.03472 5.35335 4.41914  0.38
H3 0.27536 5.18000 5.25398  0.39
H4 1.77881 3.36746 4.35249  0.48
H5 0.83494 1.80747 2.66819  0.02
H6 -5.46109 4.58586 1.76951  0.35
H7 -6.73051 3.56833 -0.07922  0.39
H8 -5.75349 1.58704 -1.30190  0.45
H9 -3.53942 0.74034 -0.55218  0.13
C11 -1.96057 -0.72007 4.45923  -0.75
C12 -2.40148 -1.95070 3.70708  0.26
C13 -3.06958 -3.01234 4.35837  -0.93
C14 -3.46945 -4.08703 3.62718  -0.92
C15 -3.21102 -4.14139 2.23938  1.06
C16 -3.61720 -5.23194 1.40158  -0.28
Br1 -4.55147 -6.69513 2.12129  -0.26
C17 -3.31898 -5.19037 0.08028  -0.36
C18 -2.61319 -4.10824 -0.49591  0.05
Br2 -2.26655 -4.24264 -2.34671  -0.23
C19 -2.16657 -3.02426 0.22474  -0.47
O1 -1.50717 -2.02742 -0.22356  0.11
C20 -2.51686 -3.06651 1.66761  -0.70
N4 -2.13081 -1.99329 2.42659  0.80
H10 -2.18554 -0.77895 5.52268  0.40
H11 -2.44530 0.17200 4.05739  0.11
H12 -0.88556 -0.56529 4.34867  0.11
H13 -3.26112 -2.95571 5.42156  0.41
H14 -3.99012 -4.91153 4.09560  0.33
H15 -3.61430 -5.99975 -0.57541  0.41
C21 4.08662 2.07752 -5.01334  -0.96
C22 5.01586 2.74249 -4.01405  -0.35
C23 5.05972 2.11130 -2.62888  -0.98
C24 3.71797 2.06218 -1.91126  -0.66
N5 2.92933 0.94184 -2.39362  0.22
C25 1.58527 0.86314 -2.39054  -0.09
S1 0.63591 2.10008 -1.73439  -0.32
N6 1.07946 -0.26491 -2.92444  0.16
C26 -0.32410 -0.64650 -3.02406  -0.25
C27 -0.73926 -0.85933 -4.46039  -0.83
C28 -0.70376 0.40040 -5.31078  0.28
C29 -1.07166 0.12276 -6.75450  -1.41
H16 4.16656 2.54895 -5.99215  0.41
H17 3.03983 2.12907 -4.71435  0.11
H18 4.32689 1.01971 -5.15141  0.26
H19 4.73450 3.79466 -3.90638  0.29
H20 6.03225 2.75272 -4.41850  0.32
H21 5.76272 2.67353 -2.00793  0.38
H22 5.48342 1.10002 -2.67810  0.34
H23 3.14397 2.97480 -2.08569  0.48
H24 3.84559 1.98287 -0.82610  0.16
H25 3.44059 0.17528 -2.80379  0.27
H26 1.74875 -0.94374 -3.25787  0.26
H27 -0.89002 0.17439 -2.58243  0.21
H28 -0.52113 -1.52002 -2.40424  -0.20
H29 -1.74584 -1.28417 -4.44577  0.42
H30 -0.11005 -1.63339 -4.92033  0.31
H31 0.28956 0.85792 -5.25239  -0.08
H32 -1.38115 1.14481 -4.87916  0.28
H33 -0.36861 -0.57567 -7.21342  0.33
H34 -1.07939 1.02316 -7.36845  0.40
H35 -2.06172 -0.33011 -6.83193  0.33
C30 2.74700 -0.37227 2.11817  -0.65
C31 4.04843 -1.20315 2.23301  -0.94
N7 3.82070 -2.56036 1.74457  -0.22
C32 2.73145 -3.16149 2.51807  -0.84
C33 1.42758 -2.34592 2.33902  -0.26
N8 1.69046 -1.17587 1.49931  0.35
C34 2.14948 -1.62188 0.18259  0.92
C35 3.42139 -2.49103 0.33884  -0.86
H36 2.89231 0.52631 1.51313  0.33
H37 2.39768 -0.05026 3.10435  0.46
H38 4.39014 -1.25943 3.26893  0.35
H39 4.85503 -0.75723 1.64626  0.29
H40 3.03832 -3.19704 3.56610  0.32
H41 2.59672 -4.19200 2.18294  0.33
H42 1.02459 -2.00034 3.29499  0.26
H43 0.64209 -2.93185 1.85553  0.12
H44 2.33883 -0.73112 -0.42411  -0.85
H45 1.33103 -2.17365 -0.28698  0.34
H46 4.25426 -2.07851 -0.23653  0.37
H47 3.24773 -3.50837 -0.01862  0.29

Values from the calculation:
HOMO-LUMO gap in eV: 6.68
ΔE to the lowest compared entry with this formula, charge and spin in kJ/mol: 125.09
E_HOMO in eV: -6.58


Record 3
Entry from the Open Molecules 2025 dataset: a structure of composition C35H47ClO3PRuSSi at a distorted geometry (ωB97M-V with the def2-TZVPD basis set).

Last column: Löwdin spin population.
Atoms and positions in Å:
C1 -1.19747 -1.76211 0.33740  0.03
C2 -1.06639 -2.06666 -1.05367  0.12
C3 0.28017 -2.53883 -1.28966  0.03
H1 -1.84546 -1.96183 -1.79904  0.01
C4 0.95353 -2.56092 -0.01635  0.12
C5 0.03388 -2.09830 0.98163  0.05
H2 0.21771 -2.08401 2.05111  0.00
H3 -2.08494 -1.42099 0.86466  0.00
H4 0.71112 -2.86051 -2.23290  0.00
H5 1.96705 -2.89437 0.18496  0.01
Ru1 0.46026 -0.40530 -0.60695  2.56
Cl1 1.98648 0.76713 -1.78121  0.27
P1 0.03969 -0.29301 -4.17513  0.08
C6 1.10998 -1.35647 -5.24844  0.01
C7 0.67679 -2.01532 -6.41109  0.00
H6 -0.36577 -1.95700 -6.72673  0.00
C8 1.59060 -2.73757 -7.18496  0.00
H7 1.23453 -3.24532 -8.08141  0.00
C9 2.93408 -2.80819 -6.81316  0.00
H8 3.63705 -3.37644 -7.42292  0.00
C10 3.36943 -2.14553 -5.65871  0.00
H9 4.41940 -2.19070 -5.36989  0.00
C11 2.46817 -1.42916 -4.87420  0.00
H10 2.81057 -0.90470 -3.97932  0.00
C12 -1.58690 -0.69561 -4.96274  0.01
C13 -2.21571 -1.87299 -4.50108  0.00
H11 -1.72298 -2.50414 -3.75798  0.00
C14 -3.45477 -2.24919 -5.01289  0.00
H12 -3.94572 -3.14278 -4.62640  0.00
C15 -4.06408 -1.48773 -6.01875  0.00
H13 -5.03184 -1.78547 -6.42330  0.00
C16 -3.42507 -0.34710 -6.50820  0.00
H14 -3.87771 0.24575 -7.30391  0.00
C17 -2.19373 0.05771 -5.98000  0.00
H15 -1.70387 0.94833 -6.37690  0.00
C18 0.35929 1.32240 -5.01035  0.01
C19 1.03302 1.47781 -6.23178  0.00
H16 1.44142 0.61177 -6.75461  0.00
C20 1.16792 2.75030 -6.79581  0.00
H17 1.69456 2.85116 -7.74484  0.00
C21 0.63978 3.87046 -6.15267  0.00
H18 0.75160 4.85765 -6.60140  0.00
C22 -0.03198 3.71725 -4.93347  0.00
H19 -0.45242 4.58787 -4.43032  0.00
C23 -0.16655 2.45780 -4.35674  0.00
H20 -0.68397 2.34324 -3.40240  0.00
C24 2.90491 -0.21378 4.74633  0.00
C25 1.89228 -1.31775 4.47815  0.00
C26 2.49205 -2.35207 3.54070  0.00
C27 1.45878 -1.96090 5.78792  0.00
O1 0.68225 -0.80696 3.81710  0.01
Si1 0.08454 0.63063 3.28837  0.06
S1 0.40517 0.91385 1.15817  0.54
O2 -1.52632 0.71674 3.58728  0.01
C28 -2.34316 -0.04095 4.54314  0.00
C29 -2.44982 -1.48964 4.09452  0.00
C30 -1.76496 0.02059 5.94631  0.00
C31 -3.70543 0.63432 4.52055  0.00
O3 0.80053 1.79323 4.20580  0.01
C32 0.60106 3.21779 4.45848  0.00
C33 0.42692 3.94777 3.13718  0.00
C34 -0.62001 3.45050 5.33526  0.00
C35 1.84804 3.72675 5.17137  0.00
H21 3.80513 -0.65673 5.20108  0.00
H22 2.51724 0.53127 5.44997  0.00
H23 3.21683 0.27718 3.81729  0.00
H24 3.39926 -2.77561 3.98929  0.00
H25 1.78293 -3.16941 3.36882  0.00
H26 2.76219 -1.89625 2.57925  0.00
H27 1.12258 -1.20560 6.50988  0.00
H28 0.65698 -2.69235 5.62243  0.00
H29 2.31190 -2.48983 6.23221  0.00
H30 -1.47620 -1.99152 4.14341  0.00
H31 -3.15328 -2.02692 4.74667  0.00
H32 -2.82499 -1.55050 3.06773  0.00
H33 -1.62483 1.05722 6.27305  0.00
H34 -2.46204 -0.46972 6.64392  0.00
H35 -0.79986 -0.49462 6.00662  0.00
H36 -3.63462 1.67620 4.85517  0.00
H37 -4.12911 0.62437 3.51132  0.00
H38 -4.39979 0.10969 5.18602  0.00
H39 0.36254 5.02891 3.32621  0.00
H40 -0.48515 3.61836 2.62635  0.00
H41 1.27884 3.75647 2.47595  0.00
H42 -0.49761 2.98034 6.31871  0.00
H43 -0.74928 4.53106 5.50549  0.00
H44 -1.52907 3.07154 4.85182  0.00
H45 1.97544 3.24699 6.15055  0.00
H46 2.74818 3.56305 4.56540  0.00
H47 1.76827 4.80789 5.35130  0.00

Values from the calculation:
HOMO-LUMO gap (alpha / beta) in eV: 6.27 / 4.94
2S+1: 5
E_HOMO (alpha / beta) in eV: -10.71 / -10.68
Expectation value of S²: 6.03
Charge: +1


Number 1: electronic energy -6398.350976 hartree. Number 2: electronic energy -7441.604491 hartree. Number 3: electronic energy -3171.607352 hartree.